This record from the OMol25 dataset describes a single C7H12 molecule at a distorted geometry. The level of theory is the ωB97M-V functional and the def2-TZVPD basis.

Structure (XYZ):
```
19
Properties=species:S:1:pos:R:3:forces:R:3
C 0.93009 0.61381 1.14796 2.51 -0.32 -2.26
C -1.50405 -0.09606 1.17374 0.09 -0.51 -0.35
C 1.30323 0.59928 2.42665 -0.41 0.50 0.23
C 0.11687 -0.18989 -0.83696 -2.89 0.39 -0.03
C -0.69402 -1.28362 -1.49318 -0.15 0.19 0.06
C -0.23333 0.22661 0.44891 0.16 -1.71 -0.79
C 0.78498 0.72954 -1.83373 1.40 -0.09 0.16
H 0.24060 1.67134 -1.94222 -0.03 -0.16 0.10
H 1.69092 0.43832 0.24320 -0.25 1.79 2.64
H 0.67305 0.18598 3.20103 -0.39 0.43 0.16
H -1.69962 -0.93074 -1.74025 -0.12 -0.05 -0.03
H -2.35443 -0.09388 0.49401 -0.11 0.04 0.05
H 0.89451 0.28851 -2.82369 -0.27 -0.22 0.06
H -0.23792 -1.60981 -2.42643 0.06 0.01 0.00
H -1.44626 -1.09274 1.61720 -0.07 -0.07 0.13
H -1.67728 0.61438 1.98078 0.05 0.04 -0.04
H -0.79076 -2.15335 -0.84409 -0.10 0.01 0.07
H 2.19484 1.11359 2.75217 0.49 -0.64 -0.10
H 1.80859 0.96873 -1.54509 0.01 0.35 -0.07
```
Positions in Å, forces in eV/Å.

Summary:
**Orbital gap**: 8.2 eV
**Electronic energy**: -273.805081 hartree
**Energy relative to the best compared isomer or geometry (same formula, charge and spin)**: 2.816 eV



This record from the OMol25 dataset describes a molecular structure, H2LiO at a distorted geometry. The level of theory is the ωB97M-V functional and the def2-TZVPD basis.

Structure (XYZ):
```
4
Properties=species:S:1:pos:R:3:forces:R:3
O 1.02944 0.02588 -0.68255 1.12 -0.04 -0.08
Li -4.27896 -0.04516 2.21988 0.04 0.00 -0.03
H 1.51226 -0.03710 -1.53764 -0.47 0.07 0.93
H 1.73727 0.05636 0.00031 -0.68 -0.03 -0.81
```
Positions in Å, forces in eV/Å.

Summary:
**Orbital gap**: 8.0 eV
**Charge**: +1
**Electronic energy**: -83.713908 hartree
**Energy relative to the best compared isomer or geometry (same formula, charge and spin)**: 1.362 eV



This record from the OMol25 dataset describes 2 unconnected molecules or ions with the total composition C2H3Cl2NO2 at a distorted geometry. The level of theory is the ωB97M-V functional and the def2-TZVPD basis.

Structure (XYZ):
```
10
Properties=species:S:1:pos:R:3:forces:R:3
Cl -2.01966 -0.00290 -1.42683 0.19 0.35 -0.29
Cl -1.24527 -2.23010 0.20863 0.34 0.44 0.28
O -0.85807 1.51323 1.02469 -0.84 -0.57 -0.38
O 1.74123 -0.40472 0.39602 -0.63 0.54 -3.50
N -0.96858 0.25289 0.99805 1.74 2.77 4.60
C -1.10966 -0.48882 0.01669 -0.72 -1.84 -4.46
C 1.00744 0.24583 -0.53988 -0.22 -4.50 1.33
H 0.77755 1.25740 -0.29050 -0.54 0.73 -0.49
H 1.78730 0.20164 1.10499 0.24 0.88 1.97
H 0.88771 -0.34445 -1.49186 0.45 1.20 0.93
```
Positions in Å, forces in eV/Å.

Summary:
**Orbital gap (alpha / beta)**: 6.9 / 6.9 eV
**Electronic energy**: -1203.431420 hartree
**Energy relative to the best compared isomer or geometry (same formula, charge and spin)**: 5.990 eV